{
  "formula": "C11H23Cl2InOPS2",
  "method": "ωB97M-V with the def2-TZVPD basis set",
  "symbols": ["In", "C", "C", "S", "C", "C", "S", "H", "H", "H", "H", "H", "H", "Cl", "C", "Cl", "H", "H", "O", "C", "C", "P", "C", "C", "C", "C", "H", "H", "H", "H", "H", "H", "H", "H", "H", "H", "H", "H", "H", "H", "H"],
  "xyz": [[-0.866, 0.135, -0.025], [-6.062, 0.305, 1.027], [-4.600, 0.653, 1.089], [-3.466, -0.246, 0.074], [-4.024, 1.594, 1.846], [-4.724, 2.510, 2.801], [-2.271, 1.709, 1.638], [-6.247, -0.504, 0.322], [-6.660, 1.163, 0.706], [-6.435, -0.018, 2.004], [-5.801, 2.324, 2.820], [-4.574, 3.556, 2.521], [-4.347, 2.377, 3.818], [0.673, -1.291, -1.597], [-0.653, -2.694, -2.130], [-1.941, -2.050, -1.174], [-0.339, -3.675, -1.780], [-0.868, -2.633, -3.192], [0.012, 1.715, 0.793], [4.594, 1.638, -0.466], [3.091, 1.875, -0.311], [2.000, 0.399, -0.317], [2.798, -0.450, -2.050], [1.949, -1.696, -2.704], [2.814, -0.642, 0.986], [1.997, -1.840, 1.462], [5.128, 2.593, -0.441], [4.834, 1.156, -1.414], [4.993, 1.021, 0.340], [2.744, 2.533, -1.110], [2.891, 2.396, 0.628], [3.814, -0.857, -1.950], [2.853, 0.310, -2.839], [1.912, -2.753, -1.802], [2.304, -2.075, -3.667], [0.323, -1.118, -3.161], [2.985, 0.015, 1.844], [3.791, -0.987, 0.637], [1.014, -1.533, 1.822], [2.513, -2.340, 2.285], [1.851, -2.575, 0.668]],
  "mulliken_charge": [0.26, -1.40, 0.52, -0.54, 0.60, -1.29, -0.16, 0.37, 0.30, 0.30, 0.34, 0.27, 0.27, -0.27, -0.52, -0.10, 0.33, 0.46, -1.01, -1.10, -0.61, 0.54, -1.02, -0.57, -0.61, -1.16, 0.41, 0.24, 0.26, 0.40, 0.42, 0.45, 0.44, 0.01, 0.49, -0.08, 0.43, 0.44, 0.23, 0.43, 0.21],
  "charge": -1,
  "e_above_lowest_kj_mol": 1406.9,
  "mol_weight_g_mol": 452.14,
  "largest_force_ev_per_a": 6.67,
  "orbital_gap_ev": [5.09, 5.18],
  "spin_multiplicity": 1,
  "lumo_energy_ev": [2.33, 2.39]
}